The following is a DFT calculation (wB97M-V/def2-TZVPD) of a structure of composition C36H44ClGeMoN4PS3 in a non-equilibrium geometry.

Geometry as XYZ:
```
91
Properties=species:S:1:pos:R:3:forces:R:3:mulliken_charge:R:1
H 1.360 -1.196 -3.780 -0.01 -0.06 0.02 0.217
H 3.175 -0.170 4.234 0.02 0.00 -0.01 0.384
H 0.193 -0.016 6.308 0.01 0.01 0.04 0.321
C 5.952 3.028 -2.614 -0.06 -0.04 0.01 -0.690
H -1.691 0.683 3.287 -0.03 -0.06 0.03 0.330
H 0.739 -1.123 -6.145 0.02 0.02 0.03 0.465
C -2.505 3.776 -1.101 -0.07 0.02 0.08 -1.213
H 3.687 2.456 0.462 0.00 0.02 -0.05 0.165
H 1.064 2.182 6.016 0.01 0.01 0.04 0.325
Mo -0.078 0.412 -0.129 0.24 0.74 -0.84 -1.385
H 2.869 1.355 2.363 0.05 -0.04 0.02 0.342
H 2.547 0.290 5.819 -0.01 0.00 0.05 0.288
C 3.642 -3.313 -0.094 0.01 -0.04 0.00 -0.995
C 0.858 2.124 4.949 0.02 -0.07 -0.03 -0.955
S -1.312 3.383 -2.396 0.22 0.04 0.05 0.103
H 3.993 -4.262 0.294 -0.01 0.02 -0.01 0.471
H -1.377 3.449 0.726 0.07 -0.02 -0.01 0.302
H -3.792 1.594 -1.383 -0.05 0.01 -0.07 0.244
C 4.317 2.610 -0.410 0.10 0.03 -0.09 -0.199
H 6.592 3.189 -3.472 -0.02 0.00 0.01 0.442
C -2.235 2.308 -3.513 -0.10 -0.19 -0.01 -1.231
C 1.311 2.178 -5.644 0.02 0.00 0.06 -0.936
S -2.305 1.325 0.435 0.09 -0.07 0.10 0.320
H 3.071 -1.770 -3.038 0.03 0.04 -0.05 0.600
H -1.018 2.294 3.074 -0.03 0.05 0.01 0.447
H 1.765 -1.467 2.736 0.06 -0.01 0.02 -0.207
H 3.795 -3.916 -2.149 -0.01 0.02 0.01 0.485
C 2.753 -0.843 -1.108 0.14 -0.26 0.11 0.860
H 1.729 2.685 2.514 0.02 0.07 0.00 0.573
C -0.419 -4.110 0.006 0.01 -0.07 0.01 -0.969
C 2.921 -1.049 0.267 -0.01 -0.10 -0.11 -0.260
C -3.532 0.737 -0.775 -0.02 -0.05 -0.01 -0.928
C 5.472 3.369 -0.280 -0.04 -0.05 -0.03 -0.678
N -0.754 -1.778 0.421 0.04 -0.48 -0.23 1.224
C -2.322 3.147 0.278 -0.07 -0.07 -0.06 -0.805
H 1.287 2.929 -0.511 -0.12 0.00 0.04 0.733
C -0.076 -2.783 -0.168 -0.11 0.26 0.18 -0.170
C 0.910 -0.968 3.186 -0.03 0.30 0.11 -0.561
H -3.513 3.625 -1.481 -0.02 0.00 0.00 0.500
C 1.015 1.874 -0.586 -0.29 -0.72 0.13 -0.186
H -4.418 0.443 -0.214 -0.01 -0.02 -0.02 0.650
H -3.723 -0.570 -2.470 -0.03 -0.02 0.01 0.694
H -2.420 4.852 -0.935 -0.03 0.03 0.00 0.503
C 0.976 1.003 -6.308 -0.03 0.02 -0.02 -0.627
Cl -3.510 -3.708 2.470 -0.09 -0.03 0.06 -0.171
H 0.647 3.130 4.584 0.00 0.01 -0.02 0.400
C -2.182 -3.399 1.432 -0.08 -0.06 0.08 -0.199
C -0.006 -0.075 5.240 -0.01 0.01 -0.07 -1.032
H 5.738 3.797 0.678 -0.01 0.00 -0.02 0.461
C -1.789 -2.095 1.216 0.24 0.24 -0.11 -1.057
C -0.780 1.274 3.385 0.24 -0.04 0.00 -1.316
N 1.167 -0.665 4.587 -0.05 0.14 -0.10 0.122
C -3.039 -0.425 -1.633 -0.07 0.10 0.04 -1.077
C 1.384 -0.246 -4.291 0.01 0.16 -0.11 -0.348
C 1.934 1.661 2.835 -0.12 -0.08 0.03 -1.185
H -3.025 -1.357 -1.071 0.02 0.00 0.04 0.321
H -2.314 -1.284 1.707 -0.02 0.04 -0.04 0.610
C 2.310 0.239 4.758 -0.05 0.03 -0.09 -0.920
H 1.284 3.124 -6.170 0.00 -0.03 0.03 0.466
H -0.869 -0.725 5.086 -0.02 -0.01 0.00 0.416
H -3.284 2.296 -3.221 -0.01 0.02 0.01 0.556
H 3.504 -2.404 1.838 0.01 0.01 -0.03 0.652
Ge 2.392 0.957 -1.787 0.03 0.06 0.02 1.980
C 3.526 -3.120 -1.466 -0.01 0.02 -0.01 -0.792
N -0.325 1.276 4.764 0.16 -0.09 -0.03 0.237
N 2.055 1.603 4.282 -0.11 -0.06 0.01 0.168
C 1.009 -0.208 -5.631 0.00 0.01 0.07 -0.942
H 0.776 -2.507 -0.777 -0.05 0.01 -0.05 0.186
H 0.688 1.034 -7.352 0.02 0.00 0.05 0.427
H 7.189 4.171 -1.287 -0.03 -0.02 0.00 0.406
C 1.758 0.920 -3.616 -0.10 0.03 -0.30 0.605
H -0.732 0.937 -4.245 -0.01 0.00 0.09 -0.875
P 0.536 0.599 2.241 -0.03 0.06 0.55 3.482
H -3.126 3.485 0.934 0.00 0.03 0.00 0.728
H 2.769 -0.225 0.953 0.02 0.04 0.00 0.634
C 6.288 3.578 -1.385 -0.02 -0.01 0.01 -0.593
C 3.969 2.051 -1.643 0.17 0.22 0.14 0.133
H -2.205 2.786 -4.493 -0.02 -0.04 -0.04 0.574
C -1.683 0.898 -3.719 -0.03 0.12 0.05 0.371
C 4.795 2.267 -2.746 0.08 0.00 0.08 -0.406
C -1.494 -4.431 0.815 0.04 -0.16 -0.04 -0.528
C 3.356 -2.271 0.773 -0.03 0.07 -0.03 -1.055
H 1.996 3.059 -3.820 0.00 -0.03 0.00 0.459
H -2.373 0.327 -4.345 0.03 0.05 -0.07 0.777
H 0.057 -1.640 3.102 -0.05 -0.06 0.03 0.443
H 0.156 -4.883 -0.485 -0.02 0.03 0.01 0.530
C 3.098 -1.898 -1.968 -0.07 -0.02 0.20 -1.170
C 1.708 2.135 -4.312 -0.01 -0.09 -0.05 -0.687
H -1.795 -5.459 0.974 0.01 0.04 0.00 0.487
H 4.550 1.838 -3.711 -0.02 0.02 0.02 0.381
S -1.381 -0.226 -2.320 0.06 0.02 0.07 0.348
```
Positions in Å, forces in eV/Å.

Summary:
E (eV): -156680.566
HOMO-LUMO gap (spin up / spin down) (Ha): 0.2713 / 0.2502
Energy relative to the best compared isomer or geometry (same formula, charge and spin) (kJ/mol): 0.0
Expectation value of S²: 2.08
Molecular weight (g mol⁻¹): 863.95
Multiplicity: 3
Total charge: +2